<P>
{"formula": "C2H6N2O2", "method": "ωB97M-V/def2-TZVPD", "symbols": ["C", "H", "N", "H", "N", "O", "H", "H", "H", "H", "O", "C"], "xyz": [[-1.203, 0.721, -0.669], [-2.271, 0.606, -0.891], [2.363, -0.077, 0.051], [-1.092, 1.300, 0.252], [-0.504, -0.541, -0.498], [-1.136, -1.326, 0.518], [-0.604, -1.113, -1.332], [-0.744, -1.008, 1.350], [3.322, -0.254, -0.135], [-0.715, 1.252, -1.486], [0.898, 0.324, 1.832], [1.685, 0.117, 1.008]], "lowdin_charge": [-0.118, 0.076, 0.210, 0.073, -0.180, -0.094, 0.112, 0.063, 0.080, 0.081, 0.136, -0.439], "lumo_ev": 0.812, "smiles": "N=C=O.CNO", "homo_ev": -8.84, "multiplicity": 1, "orbital_gap_ha": 0.3548}

***

<Q>
{"formula": "C2H6N2O2", "method": "ωB97M-V/def2-TZVPD", "symbols": ["N", "O", "C", "N", "H", "H", "H", "C", "H", "O", "H", "H"], "xyz": [[1.539, -0.069, -0.381], [-1.942, 0.334, -0.067], [-1.919, -0.079, -1.227], [0.125, 0.024, 1.419], [2.145, 0.146, 1.559], [-0.787, 0.143, 0.773], [0.081, 0.181, 2.407], [1.307, 0.046, 0.890], [0.751, -0.131, -1.088], [-0.909, -0.308, -1.900], [-2.886, -0.286, -1.687], [2.495, -0.002, -0.700]], "lowdin_charge": [0.163, -0.066, -0.570, 0.154, 0.137, 0.065, 0.108, -0.251, 0.105, -0.077, 0.112, 0.119], "lumo_ev": 0.318, "homo_ev": -9.16, "multiplicity": 1, "orbital_gap_ha": 0.3483}

***

Most stable to least stable: <Q>, <P>

***

<P>
{"formula": "C2H3IS", "method": "ωB97M-V/def2-TZVPD", "symbols": ["H", "H", "I", "S", "C", "H", "C"], "xyz": [[1.510, -0.247, -0.749], [0.948, -1.297, 0.562], [-2.127, -1.245, -0.034], [-1.029, 2.565, 0.478], [0.655, -0.341, -0.073], [0.649, 0.555, 0.484], [-0.605, 0.010, -0.666]], "lowdin_charge": [0.083, 0.112, 0.790, 0.108, -0.375, -0.017, -0.701], "lumo_ev": [-2.386, -2.527], "homo_ev": [-9.04, -8.96], "multiplicity": 1, "orbital_gap_ha": [0.2446, 0.2365]}

***

<Q>
{"formula": "C2H3IS", "method": "ωB97M-V/def2-TZVPD", "symbols": ["H", "S", "H", "I", "C", "C", "H"], "xyz": [[0.861, 1.670, 0.861], [1.589, 2.069, -0.198], [2.758, 2.103, 0.471], [-2.465, 0.530, 0.236], [-1.451, -1.210, -0.081], [-0.765, -2.127, -0.414], [-0.526, -3.035, -0.875]], "lowdin_charge": [-0.240, 0.438, -0.222, 0.825, -0.781, -0.034, 0.014], "lumo_ev": 0.203, "smiles": "C#CI.S", "homo_ev": -9.68, "multiplicity": 1, "orbital_gap_ha": 0.3633}

***

<R>
{"formula": "C2H3IS", "method": "ωB97M-V/def2-TZVPD", "symbols": ["C", "C", "H", "I", "H", "H", "S"], "xyz": [[1.386, -0.814, -0.736], [0.136, -0.038, -0.384], [0.294, 0.990, -0.874], [1.387, -1.721, -2.545], [0.197, 0.102, 0.711], [-0.705, -0.674, -0.654], [3.151, -1.145, 0.469]], "lowdin_charge": [-1.070, -0.249, 0.119, 0.889, 0.072, 0.058, 0.181], "lumo_ev": [-1.555, -1.723], "smiles": "CC(=S)I", "homo_ev": [-8.62, -8.57], "multiplicity": 1, "orbital_gap_ha": [0.2597, 0.2517]}

***

Most stable to least stable: <Q>, <R>, <P>

***

<P>
{"formula": "C4H2ClNO2", "method": "ωB97M-V/def2-TZVPD", "symbols": ["H", "O", "Cl", "C", "N", "C", "H", "C", "O", "C"], "xyz": [[-1.787, 1.392, 0.005], [-1.964, -0.660, -0.002], [1.421, -2.324, -0.001], [0.071, -1.271, 0.002], [-1.137, -1.763, -0.002], [1.219, 1.092, -0.007], [0.934, 2.165, 0.003], [0.096, 0.154, 0.004], [2.379, 0.769, 0.000], [-1.232, 0.446, -0.002]], "lowdin_charge": [0.155, -0.010, 0.749, -0.702, 0.081, -0.231, 0.130, -0.175, 0.057, -0.054], "lumo_ev": 0.102, "smiles": "O=Cc1conc1Cl", "homo_ev": -10.51, "multiplicity": 1, "orbital_gap_ha": 0.3902}

***

<Q>
{"formula": "C4H2ClNO2", "method": "ωB97M-V/def2-TZVPD", "symbols": ["C", "Cl", "H", "C", "H", "C", "O", "O", "N", "C"], "xyz": [[-2.270, -0.190, -0.039], [-4.636, 0.947, 0.098], [0.384, 1.360, 0.156], [-3.671, -0.408, -0.059], [0.673, -1.409, -0.198], [-0.222, -0.715, -0.052], [-4.156, -1.649, -0.016], [-1.409, -1.259, -0.078], [-1.663, 0.956, 0.067], [-0.323, 0.648, 0.073]], "lowdin_charge": [-0.386, 0.818, 0.074, -0.730, 0.162, -0.097, -0.031, 0.108, 0.150, -0.067], "lumo_ev": -0.941, "smiles": "O=C(Cl)c1ncco1", "homo_ev": -10.01, "multiplicity": 1, "orbital_gap_ha": 0.3334}

***

Most stable to least stable: <Q>, <P>

***

<P>
{"formula": "C4H15NO3", "method": "ωB97M-V/def2-TZVPD", "symbols": ["H", "H", "H", "H", "C", "C", "H", "H", "O", "H", "H", "H", "H", "H", "O", "H", "C", "N", "O", "H", "H", "H", "C"], "xyz": [[-0.566, -0.539, 0.101], [-3.335, -2.138, -0.658], [1.412, 0.535, 6.607], [0.416, 1.170, 5.420], [-0.539, 0.466, -0.143], [1.676, 1.359, -3.019], [-1.943, -1.842, -0.141], [1.227, 0.820, -3.864], [-2.703, -1.427, -0.574], [1.720, 2.051, 0.157], [-2.531, -4.450, 0.687], [2.622, 2.810, -1.260], [-3.876, -4.489, -0.057], [3.286, 1.401, -0.266], [1.284, 1.283, 5.883], [0.112, 0.957, 0.570], [2.360, 1.843, -0.758], [0.239, 0.302, -1.427], [-3.125, -3.954, 0.158], [2.510, 1.805, -3.353], [-1.388, 1.135, -0.179], [-0.219, -0.226, -2.139], [1.364, 1.127, -1.746]], "lowdin_spin": [0.007, 0.000, 0.000, 0.000, 0.032, 0.393, 0.000, 0.014, 0.000, 0.000, 0.000, 0.000, 0.000, 0.003, 0.000, 0.001, 0.007, 0.415, 0.000, 0.024, 0.016, 0.006, 0.082], "lumo_ev": [-3.228, -7.170], "homo_ev": [-13.36, -13.36], "total_charge": 1, "multiplicity": 2, "orbital_gap_ha": [0.3725, 0.2276]}

***

<Q>
{"formula": "C4H15NO3", "method": "ωB97M-V/def2-TZVPD", "symbols": ["H", "C", "H", "H", "N", "H", "H", "H", "H", "O", "H", "C", "H", "C", "H", "H", "H", "H", "C", "O", "H", "H", "O"], "xyz": [[0.659, 0.675, -2.583], [0.412, 1.501, 1.391], [1.678, -0.269, 1.787], [0.454, 2.326, 0.680], [-0.431, -0.257, -0.827], [0.781, 1.876, 2.336], [0.468, -0.188, 3.961], [-0.425, -1.208, 0.994], [-0.923, -0.304, -3.289], [0.747, 0.962, -3.497], [-1.213, -2.136, -1.238], [1.179, 0.237, 0.962], [1.035, 0.197, -4.007], [0.306, -0.778, 0.279], [-0.633, 1.204, 1.513], [-0.830, 0.664, -0.585], [0.871, -1.654, -0.048], [-1.098, -0.140, 4.209], [-1.381, -1.119, -1.548], [-0.401, -0.302, 3.569], [2.054, 0.561, 0.397], [-2.358, -0.647, -1.543], [-0.953, -1.201, -2.912]], "lowdin_spin": [0.005, 0.003, -0.001, 0.000, 0.636, 0.000, 0.000, 0.067, 0.001, 0.018, 0.003, 0.009, 0.000, 0.114, 0.001, 0.014, 0.022, 0.000, 0.035, 0.004, 0.004, 0.010, 0.055], "lumo_ev": [-3.035, -8.431], "homo_ev": [-15.11, -15.11], "total_charge": 1, "multiplicity": 2, "orbital_gap_ha": [0.4438, 0.2454]}

***

Most stable to least stable: <Q>, <P>